1.
DFT (ωB97M-V/def2-TZVPD) results for 2 unconnected molecules or ions with the total composition C9H16NO at a distorted geometry.

Geometry as XYZ:
```
27
Properties=species:S:1:pos:R:3:forces:R:3
C -2.295290 0.812376 1.363595 1.5 1.2 -0.7
C -1.004670 -2.772107 -0.594367 -0.9 0.9 -0.8
C -1.214660 -2.688183 0.776348 1.7 -1.4 0.9
C -1.505537 -1.740741 -1.390959 0.5 0.0 0.1
C -1.477765 -1.498687 1.386251 -0.2 1.0 -1.0
C -1.954495 -0.567827 -0.774528 0.9 0.8 -0.3
C -1.782823 -0.370617 0.584103 -1.3 -1.3 1.9
O -0.378996 -3.849343 -1.101186 0.1 -1.0 1.0
H -0.924506 -3.541037 1.398725 -0.2 0.1 -0.3
H -0.086052 -3.796478 -2.004170 -0.2 0.4 -0.6
H -1.466154 -1.849578 -2.472273 -0.2 0.1 0.1
H -1.472942 -1.391234 2.463498 -0.1 -0.2 0.0
H -2.302977 0.288158 -1.355199 -0.1 -0.4 -0.1
H -2.454838 0.658151 2.429363 0.0 -0.4 -0.2
H -3.200078 1.181239 0.916770 -0.4 0.4 -0.1
H -1.514550 1.609477 1.298682 -0.7 -0.1 0.1
C 2.944008 1.728667 -0.459595 -0.5 -2.0 1.9
C 2.288818 2.975741 0.105434 1.3 0.5 -1.2
N 1.800416 0.634571 -0.463939 -0.5 1.1 -1.0
H 3.425851 1.758683 -1.436915 -0.5 0.1 0.0
H 3.596776 1.180617 0.219729 0.7 1.0 0.1
H 1.440682 3.239587 -0.532673 -0.5 -0.2 0.6
H 2.939843 3.844583 -0.068443 0.1 -0.3 0.2
H 2.058571 -0.353052 -0.496029 0.3 0.2 -0.6
H 1.126904 0.674429 0.309356 0.3 0.5 0.2
H 1.266592 0.948875 -1.277771 -0.4 -1.0 -0.1
H 2.147876 2.883719 1.176206 -0.6 0.1 0.0
```
Forces are in eV/Å.

Summary:
Multiplicity: 1
Energy above the lowest of the compared OMol25 structures with the same formula, charge and spin, kcal per mole: 23.4
HOMO level, Ha: -0.416
Net charge: +1
HOMO-LUMO gap, eV: 7.82
Strongest force on any atom, eV/A: 2.8

2.
DFT (ωB97M-V/def2-TZVPD) results for 2 unconnected molecules or ions with the total composition C2HNO2S at a distorted geometry.

Geometry as XYZ:
```
7
Properties=species:S:1:pos:R:3:forces:R:3
C 0.456828 -1.110804 0.495733 0.5 -0.9 -0.1
C 1.946013 -3.180543 0.194240 1.7 -0.7 -0.5
N 1.104163 -2.071383 0.301991 -2.9 1.8 0.1
O 1.564865 -4.265973 -0.216746 -1.6 -1.0 -0.3
O 3.078567 -2.847581 0.492071 2.6 0.3 0.9
S -1.009800 2.279935 -0.123308 -3.6 0.9 -0.9
H 0.183899 2.141033 0.181049 3.3 -0.5 0.9
```
Forces are in eV/Å.

Summary:
Multiplicity: 1
Energy above the lowest of the compared OMol25 structures with the same formula, charge and spin, kcal per mole: 19.5
HOMO level, Ha: 0.010
Net charge: -2
HOMO-LUMO gap, eV: 6.23
Strongest force on any atom, eV/A: 3.8

3.
DFT (ωB97M-V/def2-TZVPD) results for a molecular structure, C21H18IrN5O.

Geometry as XYZ:
```
46
Properties=species:S:1:pos:R:3:forces:R:3
Ir -0.618251 -0.285344 0.090071 -0.2 0.3 0.2
C -2.724396 -1.586286 3.557339 0.0 0.0 0.0
C -3.122440 -0.435416 4.224295 0.0 0.0 0.0
C -2.738629 0.792423 3.715665 0.0 0.0 0.0
C -1.981077 0.852819 2.551475 0.2 0.1 0.0
N -1.639639 -0.269866 1.877840 -0.1 0.1 0.0
C -1.996988 -1.462769 2.391031 0.0 0.0 0.0
N -1.548950 2.114907 2.165351 -0.1 0.0 -0.1
C -0.772440 2.398415 1.212252 0.0 0.0 0.1
N -0.174648 1.512903 0.257252 0.1 -0.3 0.1
C 0.513442 2.285934 -0.700814 0.1 0.0 -0.2
N 1.116677 1.876443 -1.783796 -0.1 0.0 0.1
C 1.210546 0.598830 -2.211176 0.1 0.0 0.1
C 2.020477 0.389216 -3.344789 0.0 0.1 0.1
C 2.260413 -0.892502 -3.806772 0.0 -0.1 0.0
C 1.682049 -1.947503 -3.122744 0.0 0.0 0.0
C 0.859435 -1.682348 -2.025100 0.0 0.0 0.0
N 0.610465 -0.454588 -1.573419 -0.2 0.0 -0.1
C 0.482686 3.653389 -0.307603 0.0 0.0 0.0
C 1.087538 4.782010 -0.907833 0.0 0.0 0.0
C 0.884431 5.989596 -0.294705 0.0 0.0 0.0
C 0.101945 6.079315 0.885017 0.0 0.0 0.0
C -0.509974 4.951955 1.485723 0.0 0.0 0.0
C -0.305443 3.752595 0.874391 0.0 0.0 -0.1
H -2.969422 -2.570820 3.930271 0.0 0.0 0.0
H -3.706244 -0.496137 5.133117 0.0 0.0 0.0
H -2.987579 1.722219 4.206661 0.0 0.0 0.0
H -1.675857 -2.342183 1.847726 0.0 0.0 0.0
H 2.455333 1.262754 -3.810351 0.0 0.0 0.0
H 2.888564 -1.062817 -4.670915 0.0 0.0 0.0
H 1.841722 -2.974660 -3.421585 0.0 0.0 0.0
H 0.383826 -2.503662 -1.501130 0.0 0.0 0.0
H 1.680572 4.681093 -1.806305 0.0 0.0 0.0
H 1.320744 6.891345 -0.702887 0.0 0.0 0.0
H -0.033639 7.051194 1.344628 0.0 0.0 0.0
H -1.105643 5.051997 2.382816 0.0 0.0 0.0
C -3.976145 -2.499920 -1.420645 0.0 0.0 0.0
C -3.171680 -1.288770 -1.161548 -0.1 0.0 0.0
C -3.670417 0.044801 -1.556118 0.0 0.0 0.0
O -2.060705 -1.434409 -0.596597 0.3 -0.2 -0.2
H -4.851632 -2.469465 -0.761644 0.0 0.0 0.0
H -3.415038 -3.412309 -1.240886 0.0 0.0 0.0
H -4.369272 -2.472748 -2.439134 0.0 0.0 0.0
H -4.703633 0.163738 -1.222648 0.0 0.0 0.0
H -3.706166 0.082595 -2.650239 0.0 0.0 0.0
H -3.045614 0.850439 -1.178539 0.0 0.0 0.0
```
Forces are in eV/Å.

Summary:
Multiplicity: 2
Energy above the lowest of the compared OMol25 structures with the same formula, charge and spin, kcal per mole: 48.6
⟨S²⟩: 0.940
HOMO level (spin up / spin down), Ha: -0.666 / -0.669
Net charge: +3
HOMO-LUMO gap (spin up / spin down), eV: 6.56 / 4.92
Strongest force on any atom, eV/A: 0.4

4.
DFT (ωB97M-V/def2-TZVPD) results for 2 unconnected molecules or ions with the total composition C2H8IN2 at a distorted geometry.

Geometry as XYZ:
```
13
Properties=species:S:1:pos:R:3:forces:R:3
C 0.679144 -1.541778 -0.180156 0.1 -1.6 -1.2
C 0.830526 0.841589 0.111957 -0.8 -0.8 1.2
N 0.355666 2.082788 0.257594 -0.3 -1.4 -1.0
N 0.127015 -0.247081 -0.240869 1.1 4.2 0.2
I -3.430097 -0.337256 -0.335425 -0.7 0.4 -0.8
H 1.646307 -1.514105 -0.635628 0.6 -0.4 -0.6
H 0.840396 -1.758865 0.822285 0.2 -0.8 1.9
H 0.042518 -2.345119 -0.623536 0.4 1.0 0.2
H 1.771696 0.530640 0.478990 1.3 0.6 0.4
H -0.574351 2.121203 -0.106879 -0.8 0.7 0.0
H 0.770676 2.996366 0.486369 0.4 -1.2 -0.1
H -2.414687 -0.807473 0.749838 0.6 -0.4 0.9
H -0.644815 -0.020912 -0.784537 -2.2 -0.3 -1.0
```
Forces are in eV/Å.

Summary:
Multiplicity: 1
Energy above the lowest of the compared OMol25 structures with the same formula, charge and spin, kcal per mole: 15.5
HOMO level, Ha: -0.502
Net charge: +1
HOMO-LUMO gap, eV: 9.52
Strongest force on any atom, eV/A: 4.4

What is the strongest force on any atom in the first record? 2.8 eV/A

Number 2 is which compound? C2HNO2S

Which value of multiplicity does entry 3 give? 2